ORCA calculation (wB97M-V/def2-TZVPD) on a 2-piece molecular cluster, C4H6O2PS overall in a non-equilibrium geometry.

Geometry as XYZ:
```
14
Properties=species:S:1:pos:R:3:forces:R:3
C -0.893080 2.675770 -0.536914 -0.38 -1.90 0.02
C -1.044814 1.499709 -0.244773 -0.32 1.87 -0.22
C 1.632532 -0.231406 0.400851 0.84 -1.93 -0.58
C 0.564419 -1.331018 0.332270 3.14 -3.29 2.22
O -0.765670 -1.275617 -2.144373 -1.50 1.75 2.63
O -0.584647 -0.872244 0.998012 -1.68 1.23 -1.40
P -1.631407 -0.158551 -0.039284 0.33 -2.49 -2.15
S -3.454506 -0.328363 0.719744 0.86 0.47 -0.52
H -0.857117 3.623497 -1.011278 0.23 0.25 0.20
H 2.032437 0.100055 1.302345 0.05 -0.03 2.46
H 2.554148 -0.313534 -0.162715 -0.02 -0.90 -0.76
H 1.201935 0.610210 0.027387 -1.36 2.48 -1.36
H 0.727990 -2.250115 1.079396 0.80 1.56 -1.77
H 0.517784 -1.748390 -0.720669 -1.00 0.92 1.22
```
Positions in Å, forces in eV/Å.

The calculation puts the energy relative to the best compared isomer or geometry (same formula, charge and spin) at 129.3 kcal per mole. Its total charge is -1. Its HOMO-LUMO gap (alpha / beta) is 7.47 / 7.43 eV. The calculation puts the max |F| at 5.06 eV/A. Its highest occupied orbital energy (alpha / beta) is -0.1560 / -0.1560 hartree.

=====

ORCA calculation (wB97M-V/def2-TZVPD) on a 2-piece molecular cluster, C2H6N3OS overall in a non-equilibrium geometry.

Geometry as XYZ:
```
13
Properties=species:S:1:pos:R:3:forces:R:3
C 1.259287 -0.054039 -0.988197 1.05 -0.44 1.09
C -1.717677 0.432637 -0.344304 3.64 2.76 2.34
N -1.500103 1.520480 0.382913 -3.44 -0.27 -1.79
N 0.335586 -0.453038 -0.203797 1.23 -0.90 1.38
N 0.555561 -1.112190 1.000175 -0.86 0.72 -0.90
O 2.572613 -0.282778 -0.917080 -1.74 2.02 -2.17
S -2.808165 -0.551431 -0.790699 -2.64 -1.93 -1.41
H 0.939118 0.678549 -1.693079 0.16 -0.01 -1.10
H -0.737599 1.723138 0.970976 1.32 0.05 0.14
H -2.316255 2.134187 0.449191 0.42 0.11 0.63
H 2.930208 -0.805097 -0.237840 0.28 -1.34 1.86
H -0.349497 -1.169904 1.451660 -0.06 0.42 0.50
H 0.836918 -2.060519 0.920085 0.62 -1.18 -0.56
```
Positions in Å, forces in eV/Å.

The calculation puts the energy relative to the best compared isomer or geometry (same formula, charge and spin) at 13.1 kcal per mole. Its total charge is +1. As for the expectation value of S²: 2.0083. Its HOMO-LUMO gap (alpha / beta) is 7.76 / 5.69 eV. The calculation puts the max |F| at 5.13 eV/A. Its spin multiplicity is 3. Its highest occupied orbital energy (alpha / beta) is -0.4169 / -0.5108 hartree.

=====

ORCA calculation (wB97M-V/def2-TZVPD) on C2H3BrN2S as an isolated structure in a non-equilibrium geometry.

Geometry as XYZ:
```
9
Properties=species:S:1:pos:R:3:forces:R:3
C 0.893696 0.600691 0.389369 -2.40 -1.70 -0.47
C -0.393405 -0.177678 0.645659 -0.20 2.17 -3.92
N 1.177870 0.974576 -0.758940 1.00 0.43 -1.32
N -1.046113 -0.346790 -1.112123 1.19 0.73 4.09
S 0.200955 0.470498 -1.975118 -0.40 -0.04 -0.80
Br -0.339098 -1.717013 1.628641 0.10 -1.45 0.50
H 1.396844 0.997645 1.182209 1.50 0.75 2.27
H -1.043706 0.522966 1.118224 -0.93 0.16 0.20
H -0.847043 -1.324895 -1.117921 0.13 -1.05 -0.54
```
Positions in Å, forces in eV/Å.

The calculation puts the energy relative to the best compared isomer or geometry (same formula, charge and spin) at 49.7 kcal per mole. Its HOMO-LUMO gap is 8.88 eV. The calculation puts the max |F| at 4.48 eV/A. Its highest occupied orbital energy is -0.3128 hartree.

=====

ORCA calculation (wB97M-V/def2-TZVPD) on C21H30N6O3PRhS3 as an isolated structure in a non-equilibrium geometry.

Geometry as XYZ:
```
65
Properties=species:S:1:pos:R:3:forces:R:3
Rh 0.968440 -0.415575 0.104440 -0.33 -0.67 0.78
N 3.550266 2.863766 -1.092722 -0.09 -0.10 -0.06
C 2.924147 1.686644 -0.959473 0.14 0.18 -0.22
S 2.528317 1.149042 0.658152 0.89 0.09 -0.04
N 2.654355 0.971405 -2.018374 -0.17 -0.04 0.57
N 2.086875 -0.203052 -1.602559 -0.90 -0.07 -1.40
C 2.276256 -1.225397 -2.363244 0.30 -0.24 0.56
C 2.030257 -2.547094 -1.783038 -0.23 0.31 -0.11
C 2.278639 -3.725566 -2.469524 -0.06 -0.05 -0.03
C 2.049482 -4.930028 -1.823048 -0.01 0.01 0.02
C 1.574224 -4.914093 -0.518659 -0.04 -0.02 -0.06
C 1.357631 -3.693659 0.097614 0.08 0.08 0.05
N 1.592661 -2.531138 -0.509373 0.73 0.02 0.23
H 3.816489 3.402934 -0.289335 0.02 0.01 0.04
H 3.929354 3.111735 -1.992358 0.04 0.01 0.01
H 2.759031 -1.097838 -3.325389 0.20 0.00 0.10
H 2.641973 -3.693151 -3.488104 -0.01 0.00 0.01
H 2.236218 -5.867700 -2.329664 0.01 0.01 0.01
H 1.386239 -5.830742 0.022471 0.01 0.01 0.00
H 1.000996 -3.640660 1.119503 0.02 0.00 0.01
C 2.629468 -0.241022 3.443304 -0.08 0.03 -0.02
C 1.216286 -0.691472 3.282713 0.01 -0.07 -0.20
N 0.558111 -0.905150 2.154919 -0.50 0.20 0.13
C -0.711018 -1.419637 2.404528 0.04 -0.08 -0.27
C -1.031031 -1.539309 3.712484 0.00 -0.01 0.01
S 0.293655 -1.051552 4.664039 -0.01 -0.04 0.17
C -1.446186 -1.889471 1.231696 0.09 0.17 0.07
C -2.576349 -2.635021 1.158564 -0.01 -0.06 0.02
S -2.892503 -3.043759 -0.469756 -0.15 -0.02 0.00
C -1.521299 -2.175918 -0.983308 0.28 -0.07 0.04
N -0.858674 -1.630377 0.010854 -0.26 0.14 -0.58
C -1.087442 -2.119752 -2.408681 -0.10 0.02 0.00
H 3.240126 -0.602566 2.619894 0.02 -0.02 0.00
H 3.034389 -0.621728 4.379440 0.00 0.00 0.00
H 2.694975 0.847188 3.469923 0.01 0.01 -0.02
H -1.938774 -1.921413 4.151679 0.02 0.02 -0.02
H -3.207385 -2.984561 1.960971 0.04 0.01 -0.03
H -1.932395 -1.983998 -3.083146 -0.01 0.00 0.03
H -0.592779 -3.053703 -2.684676 -0.02 0.03 0.00
H -0.384211 -1.299608 -2.547094 -0.06 0.03 -0.01
C -4.067489 1.563034 -0.885165 -0.04 -0.02 0.02
C -2.855525 0.679919 -0.729270 0.15 0.16 -0.07
O -1.858451 1.392761 0.054773 -0.29 -0.34 0.07
P -0.292725 1.472271 0.004465 0.70 0.26 0.36
O 0.170873 2.202299 -1.285266 -0.29 0.16 -0.15
C -0.156164 3.595700 -1.648368 0.06 -0.10 0.05
C -1.094563 3.608743 -2.823760 0.02 0.03 -0.05
O -0.069325 2.504278 1.172027 -0.19 0.01 0.01
C -0.492798 2.256250 2.541130 0.03 0.01 -0.05
C -1.182714 3.486060 3.069645 -0.01 0.05 0.00
H -4.892845 0.970695 -1.283162 0.02 0.02 -0.01
H -3.885023 2.389322 -1.567682 0.02 0.04 0.01
H -4.373267 1.965394 0.080171 0.00 -0.03 0.00
H -2.423019 0.412253 -1.694829 0.00 -0.01 -0.01
H -3.102929 -0.217665 -0.170596 -0.02 -0.05 0.03
H 0.805871 4.039428 -1.890052 0.03 -0.01 -0.01
H -0.561048 4.095390 -0.770490 -0.04 0.00 0.00
H -0.709634 2.989066 -3.633447 0.01 0.02 0.01
H -1.187908 4.630039 -3.195007 -0.01 -0.01 0.01
H -2.087791 3.262131 -2.547055 -0.04 -0.04 0.01
H 0.414292 2.025909 3.102877 0.00 0.03 0.01
H -1.155449 1.387565 2.567275 -0.01 0.03 -0.01
H -0.521940 4.350919 3.019951 0.00 -0.02 0.00
H -1.466005 3.330851 4.111458 0.01 0.00 -0.02
H -2.083259 3.700366 2.494698 0.00 -0.02 0.01
```
Positions in Å, forces in eV/Å.

The calculation puts the energy relative to the best compared isomer or geometry (same formula, charge and spin) at 0.0 kcal per mole. Its total charge is +2. Its HOMO-LUMO gap is 7.55 eV. The calculation puts the max |F| at 1.67 eV/A. Its highest occupied orbital energy is -0.5048 hartree.